Below is 2 unconnected molecules or ions with the total composition C7H14, with properties calculated with the ωB97M-V functional and the def2-TZVPD basis.

The geometry in XYZ format:
```
21
Properties=species:S:1:pos:R:3:forces:R:3:mulliken_charge:R:1
C 2.108413 0.376969 -0.730873 -0.0346 -0.0069 0.1232 -0.849
C 1.760639 -0.296861 0.360513 0.0490 0.1855 -0.1823 -0.204
C 0.813004 0.171878 1.443271 -0.0120 -0.0089 0.0419 -0.476
C -0.419083 0.994414 1.025230 0.0305 0.1022 -0.0190 -0.595
C -1.615799 0.188429 0.497695 0.0143 -0.0241 0.0334 -0.405
C -1.581351 -0.284403 -0.937099 0.0355 0.0732 -0.1902 -0.437
C -0.940962 0.278617 -1.956649 -0.0996 -0.0493 0.1504 -0.579
H 2.816192 -0.038958 -1.442668 -0.0735 0.0686 0.1238 0.249
H 1.696446 1.357230 -0.975174 0.1108 -0.2437 0.1183 0.284
H 2.221177 -1.268734 0.530117 -0.0287 0.1190 -0.0210 0.381
H 0.475429 -0.698542 2.021400 0.0203 0.1168 -0.1111 0.272
H 1.402620 0.773586 2.149910 -0.0831 -0.0793 -0.0817 0.327
H -0.764767 1.528368 1.919050 0.0619 -0.0396 -0.1403 0.316
H -0.133770 1.772327 0.306306 -0.0363 -0.0939 0.1029 0.287
H -1.760371 -0.684552 1.148921 0.0240 0.1092 -0.0978 0.286
H -2.527122 0.792590 0.620824 0.1285 -0.0922 -0.0134 0.336
H -2.182830 -1.171986 -1.138419 0.0683 0.1239 0.0051 0.397
H -0.989143 -0.145756 -2.955400 -0.0655 0.0626 0.1343 0.255
H -0.328884 1.168137 -1.840427 -0.1070 -0.1416 0.0031 0.137
H 0.097280 -2.627766 0.249104 -0.0512 -0.0860 -0.0109 0.237
H -0.147119 -2.184987 -0.295632 0.0484 -0.0954 0.0313 -0.220
```
Positions in Å, forces in eV/Å.

As for the multiplicity: 1. Its HOMO-LUMO gap is 10.288 eV. The relative energy (zero: lowest compared OMol25 entry of this formula, charge and spin) is 2.607 eV. For the lowest unoccupied orbital energy, the calculation gives 1.230 eV.


Below is 2 unconnected molecules or ions with the total composition C4H12NO, with properties calculated with the ωB97M-V functional and the def2-TZVPD basis.

The geometry in XYZ format:
```
18
Properties=species:S:1:pos:R:3:forces:R:3:mulliken_charge:R:1
C -1.482039 0.461588 -1.876749 0.9826 -0.3969 0.3368 -1.078
C -0.955721 1.032671 -0.511857 -1.4124 -0.3870 0.5567 -0.414
C -0.160283 -0.025068 0.358410 -1.3095 1.2881 0.3209 -0.432
C 0.742365 -0.269010 2.719841 -1.6053 0.7588 -3.8822 -0.131
N 0.175223 0.482139 1.753850 1.8809 -0.3253 4.4594 -0.060
H -2.156916 1.208015 -2.311782 0.3303 -0.2112 -0.0383 0.360
H -0.586079 0.327772 -2.502120 -0.6675 -0.1481 -0.2577 0.238
H -2.059618 -0.509023 -1.803385 0.7950 1.0787 0.2094 0.315
H -0.298275 1.914726 -0.628968 -0.3886 -0.4216 -0.2885 0.350
H -1.952683 1.404214 -0.105653 1.5774 -0.5136 0.6609 0.328
H -0.708579 -0.954589 0.529324 -0.0143 0.1355 -0.1731 0.352
H 0.794076 -0.250189 -0.088856 0.0915 -0.0663 -0.2334 0.288
H 0.853928 -1.341107 2.450601 0.1077 0.7708 0.4874 0.286
H 1.110913 0.140714 3.663472 -0.4256 0.0582 -0.3366 0.281
H 0.073806 1.482456 2.125019 -0.1400 -1.4919 -1.6039 0.342
H 2.206516 -0.958460 -2.033067 0.3894 -0.0019 0.6217 0.330
H 1.017490 -1.599138 -2.494041 -0.6947 -0.5218 0.0786 0.300
O 1.451616 -1.430182 -1.651920 0.5031 0.3955 -0.9180 -0.656
```
Positions in Å, forces in eV/Å.

As for the multiplicity: 1. Its charge is +1. Its HOMO-LUMO gap is 9.738 eV. The relative energy (zero: lowest compared OMol25 entry of this formula, charge and spin) is 2.072 eV. For the lowest unoccupied orbital energy, the calculation gives -5.246 eV.


Below is a molecular structure, C5H9O2Rb, with properties calculated with the ωB97M-V functional and the def2-TZVPD basis.

The geometry in XYZ format:
```
17
Properties=species:S:1:pos:R:3:forces:R:3:lowdin_spin:R:1
O 4.892442 -3.168976 -2.338821 0.7452 -0.0317 -0.2073 0.020
Rb 4.825070 -6.648131 -0.483863 -0.1404 0.4152 -0.0713 0.004
C 3.839799 -3.252012 -1.586335 -0.5468 -1.0280 0.2435 0.090
O 2.775010 -2.588300 -1.755307 -0.4043 1.1391 0.2419 0.158
C 5.157998 -2.344145 -3.519883 -0.4406 0.2702 0.3513 0.009
C 6.472876 -2.850149 -4.055716 0.1585 -0.2228 -0.0072 0.001
H 4.345458 -2.480698 -4.242372 0.1141 0.0649 0.1708 0.000
H 5.176249 -1.306738 -3.166878 0.1769 -0.1690 -0.3564 0.000
H 6.359241 -3.881489 -4.418069 -0.0854 0.3597 -0.1811 0.000
H 6.807939 -2.194355 -4.868483 0.0955 -0.2966 0.1937 0.000
H 7.229533 -2.922368 -3.262427 -0.1700 0.4366 -0.2211 0.000
C 2.403570 -1.020136 -2.399646 -0.2922 0.3417 -0.8631 0.060
C 3.111435 0.072231 -1.794851 0.2398 -0.7263 0.2994 0.585
H 2.577832 -1.131448 -3.474622 0.1431 -0.1513 0.3699 0.003
H 1.320914 -1.014228 -2.208480 0.6038 -0.4156 0.2381 0.006
H 4.072708 0.388080 -2.200684 -0.3243 0.0397 0.1845 0.031
H 2.785293 0.468025 -0.831940 0.1273 -0.0257 -0.3857 0.030
```
Positions in Å, forces in eV/Å.

As for the multiplicity: 2. Its charge is +1. Its HOMO-LUMO gap (spin up / spin down) is 7.278 / 7.253 eV. The relative energy (zero: lowest compared OMol25 entry of this formula, charge and spin) is 0.548 eV. For the lowest unoccupied orbital energy (spin up / spin down), the calculation gives -3.720 / -4.006 eV. Its expectation value of S² is 0.771.


Below is 2 unconnected molecules or ions with the total composition CBrNO3, with properties calculated with the ωB97M-V functional and the def2-TZVPD basis.

The geometry in XYZ format:
```
6
Properties=species:S:1:pos:R:3:forces:R:3:lowdin_spin:R:1
C -0.090889 -0.361280 -0.515966 0.2054 -5.8750 0.3544 0.365
N 0.467594 0.597138 0.235520 -1.8099 2.2100 2.2566 0.044
O 1.347492 0.398850 1.024352 1.0302 -0.1376 -0.0914 0.057
O 0.037854 -2.055867 0.676253 -0.2974 3.2764 -2.4450 1.307
O -0.263833 1.604356 0.167112 1.2394 0.9762 0.1574 0.122
Br -1.498218 -0.183198 -1.587271 -0.3678 -0.4501 -0.2320 0.105
```
Positions in Å, forces in eV/Å.

As for the multiplicity: 3. Its HOMO-LUMO gap (spin up / spin down) is 7.778 / 8.432 eV. The relative energy (zero: lowest compared OMol25 entry of this formula, charge and spin) is 7.820 eV. For the lowest unoccupied orbital energy (spin up / spin down), the calculation gives -2.588 / -2.901 eV. Its expectation value of S² is 2.132.


> Which of these has the highest multiplicity?

CBrNO3


> Look up the relative energy (zero: lowest compared OMol25 entry of this formula, charge and spin) of the first one.

2.607 eV